1.
{
  "formula": "C35H53BeN4OP2",
  "method": "ωB97M-V/def2-TZVPD",
  "elements": ["C", "C", "C", "C", "C", "H", "H", "H", "N", "P", "P", "C", "H", "H", "C", "O", "C", "H", "C", "C", "C", "C", "C", "H", "H", "H", "C", "H", "H", "H", "C", "H", "H", "H", "C", "H", "H", "H", "C", "H", "H", "H", "C", "H", "H", "H", "C", "H", "H", "H", "C", "H", "H", "H", "C", "H", "H", "H", "C", "H", "H", "H", "C", "H", "H", "H", "C", "H", "H", "H", "Be", "N", "C", "C", "C", "C", "C", "H", "C", "H", "C", "H", "H", "H", "C", "N", "C", "C", "N", "C", "H", "H", "H", "H", "H", "H"],
  "positions_angstrom": [[-0.991908, -2.064036, -1.553041], [-2.049298, 0.074578, -1.665133], [-1.972353, -2.639033, -2.341417], [-2.971324, -0.469669, -2.593076], [-2.958328, -1.816613, -2.893768], [-1.918140, -3.707792, -2.539387], [-3.712956, 0.215735, -3.006787], [-3.703185, -2.238089, -3.568749], [-1.050120, -0.755504, -1.189743], [1.672250, -1.661774, -0.912083], [-1.558629, 2.108132, 0.297425], [0.223303, -2.849224, -1.024954], [0.027016, -3.244193, -0.010663], [0.448721, -3.727023, -1.648685], [0.303299, 1.664290, 0.333138], [0.855819, 1.704712, 1.464353], [-2.165272, 1.419747, -1.205381], [-2.918073, 2.013972, -1.741962], [-2.766340, 1.539322, 1.698472], [-1.590463, 3.993347, 0.303847], [3.007673, -2.304016, 0.266026], [2.260757, -1.675056, -2.719253], [-2.024776, 1.447156, 3.034826], [-1.581819, 2.403165, 3.339003], [-2.760097, 1.164358, 3.806826], [-1.243741, 0.683587, 3.024624], [-3.985203, 2.466151, 1.850677], [-3.745674, 3.468999, 2.209806], [-4.558313, 2.525381, 0.916812], [-4.653662, 2.021836, 2.602814], [-3.403708, 0.189993, 1.350635], [-4.084098, -0.091401, 2.172738], [-3.999822, 0.254026, 0.429342], [-2.678572, -0.616009, 1.242760], [-1.325188, 4.485391, 1.741411], [-0.406539, 4.040687, 2.151829], [-1.182421, 5.576142, 1.697800], [-2.159035, 4.293338, 2.426791], [-0.509646, 4.609888, -0.590673], [0.503329, 4.407923, -0.222446], [-0.607016, 4.296524, -1.637791], [-0.642596, 5.706315, -0.563301], [-2.929780, 4.525962, -0.231764], [-3.780610, 4.317577, 0.421012], [-2.843233, 5.620154, -0.310241], [-3.151860, 4.129477, -1.231143], [3.607616, -0.944579, -2.829887], [3.840400, -0.819541, -3.898823], [3.564577, 0.055754, -2.380325], [4.439139, -1.503099, -2.380616], [1.237582, -0.921940, -3.584540], [0.281620, -1.457935, -3.652859], [1.046924, 0.094227, -3.214028], [1.651896, -0.837816, -4.603259], [2.387713, -3.100832, -3.280944], [2.806977, -3.026197, -4.295515], [3.058612, -3.740527, -2.699752], [1.417704, -3.603325, -3.370287], [2.384505, -2.672134, 1.623904], [1.610996, -3.448116, 1.542170], [3.184375, -3.062301, 2.274610], [1.955511, -1.795478, 2.121159], [4.016170, -1.166955, 0.517671], [3.521655, -0.290696, 0.958949], [4.772371, -1.525449, 1.231621], [4.539246, -0.847434, -0.390407], [3.698857, -3.542851, -0.316682], [2.979918, -4.334792, -0.569553], [4.327288, -3.311917, -1.185350], [4.371002, -3.960609, 0.447445], [0.091897, -0.275940, -0.107897], [-0.214939, -0.937126, 1.366148], [-0.789890, -1.571576, 2.178336], [-1.338645, -2.443165, 3.133603], [-0.613168, -2.742429, 4.307230], [-2.589850, -3.055820, 2.899325], [-1.139412, -3.642186, 5.229530], [0.354677, -2.263524, 4.467243], [-3.106309, -3.940880, 3.841972], [-3.126437, -2.831255, 1.975005], [-2.386183, -4.237470, 5.005089], [-0.567675, -3.885348, 6.128018], [-4.072562, -4.409993, 3.659269], [-2.796077, -4.942347, 5.729592], [4.303121, 3.361552, -1.839345], [2.992459, 2.775809, -1.673863], [2.001603, 2.845421, -2.659649], [0.877738, 2.316992, -2.140832], [1.173456, 1.916992, -0.823005], [2.509303, 2.100178, -0.621216], [4.774460, 2.995191, -2.761302], [4.225375, 4.453097, -1.935967], [4.960328, 3.131353, -0.995206], [2.190808, 3.308180, -3.614927], [-0.121984, 2.256374, -2.530664], [2.986882, 1.974026, 0.337287]],
  "forces_ev_per_angstrom": [[-0.4159, -0.4384, -0.0532], [0.5505, 1.0355, 1.1160], [1.1814, -0.5548, 0.4837], [-0.3810, -0.5523, -0.5696], [-0.3499, 1.0802, -0.0515], [-0.0650, 0.2704, -0.1190], [0.1463, -0.3607, 0.0653], [0.1509, 0.1410, 0.1840], [-0.4088, -0.4217, -0.4091], [-0.3675, 0.0863, -0.1348], [1.3699, 0.5837, -1.7756], [-0.0028, -0.2051, 0.2474], [-0.0060, 0.2622, -0.3629], [-0.2411, 0.3722, 0.1671], [-2.9708, -3.8592, -1.1596], [1.9588, 0.7483, 2.3250], [-0.4159, -0.0160, -0.7124], [0.1647, -0.3260, 0.3700], [0.5635, -0.2069, 0.3238], [-0.8301, 0.0861, 0.0187], [-0.2170, -0.2174, -0.4078], [0.1046, -0.0751, 0.2898], [-0.1828, -0.0528, 0.4866], [-0.0244, -0.3622, -0.1167], [0.1695, 0.0743, -0.1460], [-0.0222, 0.3773, -0.0315], [-0.1074, 0.2401, -0.0341], [-0.1365, -0.2847, -0.1462], [0.1269, 0.0426, 0.2227], [0.2532, -0.0374, -0.1590], [-0.0599, -0.3176, -0.1349], [0.2445, 0.1380, -0.2182], [0.2260, -0.0477, 0.2412], [-0.1204, 0.1350, -0.1966], [0.0915, 0.1499, 0.0556], [-0.2277, 0.0772, -0.1232], [-0.0449, -0.2426, 0.0445], [0.3951, 0.1018, -0.2054], [0.1996, 0.0223, -0.1007], [-0.1645, -0.1216, -0.1291], [0.0556, 0.0966, 0.3044], [0.0142, -0.4045, 0.0042], [-0.2160, 0.3593, 0.0783], [0.2891, 0.1362, -0.3112], [-0.1042, -0.2207, -0.0647], [0.0735, 0.1517, 0.1862], [0.1385, -0.0128, -0.2059], [-0.0269, -0.0236, 0.2655], [-0.0002, -0.1436, -0.0375], [-0.2544, 0.1468, -0.1004], [-0.1460, 0.1543, -0.0215], [0.2232, 0.1550, 0.0036], [0.0631, -0.3153, -0.1018], [-0.1493, -0.0525, 0.2845], [0.2127, -0.0711, -0.1890], [-0.1243, -0.0278, 0.1894], [-0.2093, 0.1769, -0.2158], [0.2092, 0.1618, -0.0365], [-0.0470, -0.0085, 0.0973], [0.1882, 0.1279, 0.0112], [-0.2243, 0.0829, -0.2303], [0.1304, -0.1559, -0.1390], [0.0376, 0.0520, -0.0160], [0.0530, -0.2248, -0.0652], [-0.1649, 0.0788, -0.1568], [-0.1198, -0.1034, 0.2300], [0.3585, -0.1809, 0.3622], [0.1808, 0.2193, -0.0118], [-0.2608, -0.0630, 0.1963], [-0.1097, 0.0876, -0.1220], [0.5420, 1.7080, -0.0659], [-2.4088, -2.6033, 3.0393], [2.5714, 2.0317, -2.8502], [-0.7085, -0.8980, 1.0839], [-0.1050, 0.1045, -0.2100], [0.2602, 0.1286, 0.0382], [-0.0127, 0.0016, -0.0443], [-0.2957, -0.1735, 0.0228], [0.1421, 0.0527, -0.0503], [0.0926, -0.0932, 0.3426], [0.1140, 0.1998, -0.2545], [-0.2256, 0.1075, -0.3038], [0.2615, 0.1179, 0.0681], [0.1379, 0.2291, -0.1977], [0.6798, 0.1502, -0.3093], [-0.2477, -0.2996, -1.6716], [0.8899, 0.2057, 0.6850], [0.1145, -0.2253, 0.9482], [0.3575, 1.3926, -0.5721], [-1.7091, 0.8314, 0.5897], [-0.0948, -0.0355, 0.2853], [-0.0859, -0.2832, 0.1777], [-0.3037, -0.0366, -0.1233], [-0.0016, -0.0702, 0.0662], [-0.0179, -0.1198, 0.0279], [-0.1513, 0.0740, -0.0538]],
  "e_tot_ev": -64136.3322,
  "total_charge": 1,
  "e_above_lowest_kcal_mol": 60.04,
  "max_force_ev_per_a": 5.01,
  "gap_ha": 0.17322
}



2.
{
  "formula": "C35H53CaN2PS2",
  "method": "ωB97M-V/def2-TZVPD",
  "elements": ["Ca", "C", "N", "C", "C", "N", "C", "C", "C", "C", "C", "C", "C", "S", "C", "C", "C", "C", "C", "C", "S", "H", "H", "H", "H", "H", "H", "H", "H", "H", "H", "H", "H", "H", "H", "H", "H", "H", "H", "C", "C", "C", "C", "C", "C", "C", "C", "C", "C", "H", "H", "H", "H", "H", "H", "H", "H", "H", "H", "H", "H", "H", "H", "C", "C", "C", "P", "C", "C", "C", "C", "C", "C", "H", "H", "H", "H", "H", "H", "H", "H", "H", "H", "H", "H", "H", "H", "H", "H", "H", "H", "H", "H", "H"],
  "positions_angstrom": [[0.253600, 0.338000, -0.462900], [-3.309900, -0.741700, -0.552800], [-2.383900, 0.231500, -1.114300], [-2.086700, -0.076900, -2.516400], [-1.369100, -1.411300, -2.764200], [-0.131400, -1.575100, -1.995000], [-0.225500, -2.606900, -0.970900], [1.012700, -1.897900, -2.821200], [0.896200, -2.883800, -3.794500], [1.967300, -3.260500, -4.582700], [3.191400, -2.627900, -4.408600], [3.329000, -1.660100, -3.442800], [2.261900, -1.288400, -2.610100], [2.638000, -0.162500, -1.352200], [-2.838100, 1.589600, -0.981600], [-4.107200, 1.901400, -0.503800], [-4.543600, 3.209800, -0.363600], [-3.722000, 4.255800, -0.742500], [-2.457000, 3.973900, -1.206700], [-1.979800, 2.663000, -1.304200], [-0.323300, 2.504800, -1.804400], [-4.268000, -0.758700, -1.091700], [-2.892300, -1.745800, -0.609000], [-3.491100, -0.507100, 0.494900], [-3.015400, -0.084200, -3.109700], [-1.441100, 0.720800, -2.894600], [-2.054000, -2.254300, -2.586100], [-1.131400, -1.409000, -3.833200], [-0.362200, -3.608100, -1.405500], [0.707200, -2.596300, -0.409200], [-1.042400, -2.408300, -0.279000], [-0.055200, -3.384300, -3.931700], [1.847500, -4.039300, -5.323200], [4.041200, -2.907200, -5.015900], [4.274000, -1.159300, -3.289300], [-4.800400, 1.125100, -0.217900], [-5.531500, 3.398000, 0.030800], [-4.059800, 5.278600, -0.660500], [-1.785700, 4.770500, -1.494600], [0.426500, 4.686100, 2.787300], [0.938700, 3.245400, 2.724000], [1.680100, 3.017100, 1.404500], [-0.189200, 2.260700, 2.925200], [-0.106700, 1.287600, 3.918200], [-1.155500, 0.419400, 4.164900], [-2.342000, 0.509700, 3.447100], [-3.492600, -0.410800, 3.733200], [-2.430400, 1.482800, 2.458500], [-1.369500, 2.333700, 2.188900], [1.264300, 5.377800, 2.742100], [-0.119000, 4.858900, 3.712400], [-0.233600, 4.896900, 1.949200], [1.653500, 3.102200, 3.543800], [1.017500, 3.175900, 0.552400], [2.087500, 2.004800, 1.360300], [2.502800, 3.725500, 1.320900], [0.780900, 1.227300, 4.533400], [-1.058600, -0.326100, 4.943300], [-3.633500, -0.536400, 4.805300], [-3.309400, -1.398100, 3.308200], [-4.415800, -0.021400, 3.311300], [-3.352600, 1.610600, 1.906400], [-1.495800, 3.097200, 1.435600], [2.041700, -4.730000, 1.092500], [3.066000, -3.615400, 1.299200], [3.855000, -3.443400, 0.002000], [2.304200, -1.947100, 1.786800], [3.830800, -1.129300, 2.557200], [3.433600, -0.145000, 3.655800], [4.611300, -0.367000, 1.487700], [1.335800, -2.371200, 3.352300], [1.997100, -3.356800, 4.310900], [-0.089100, -2.779000, 2.978200], [2.559800, -5.642800, 0.799000], [1.342700, -4.483900, 0.298700], [1.479300, -4.952400, 1.993300], [3.745000, -3.916600, 2.106300], [3.273800, -2.891500, -0.733800], [4.107100, -4.413600, -0.422600], [4.784200, -2.908500, 0.161700], [4.480600, -1.907800, 2.978700], [2.613100, 0.483700, 3.308600], [4.275100, 0.504100, 3.894800], [3.139400, -0.651800, 4.571100], [3.968700, 0.344900, 0.974300], [5.023100, -1.034400, 0.737300], [5.437800, 0.179700, 1.943400], [1.239200, -1.406800, 3.862500], [2.022200, -4.365100, 3.911000], [1.445600, -3.390800, 5.249400], [3.018500, -3.053200, 4.525000], [-0.107900, -3.678800, 2.368800], [-0.565300, -1.966500, 2.422300], [-0.679900, -2.968000, 3.876000]],
  "forces_ev_per_angstrom": [[-0.3741, -0.0807, 0.5324], [-0.0892, -0.1176, 0.0707], [0.3576, -0.2363, 0.2248], [0.1000, -0.2509, -0.5840], [-0.7007, 0.2276, -0.1999], [0.2126, 0.1710, -0.1452], [0.0487, -0.2780, 0.2203], [0.7337, 0.0780, -0.3939], [-0.0796, -0.1531, -0.0527], [-0.0669, -0.0620, -0.0739], [0.0085, -0.1407, -0.0927], [-0.1297, -0.0799, -0.0294], [-0.1352, -0.1506, -0.2165], [0.3149, 0.4915, 0.1748], [-0.0530, 0.6921, 0.0517], [-0.2699, -0.1118, -0.0215], [-0.1032, -0.0465, -0.0112], [-0.1062, 0.0277, 0.1219], [-0.1476, -0.0679, 0.0132], [-0.0553, 0.0956, -0.0469], [0.6826, 0.1677, -0.2665], [0.0373, 0.0176, 0.0551], [0.0118, 0.0989, -0.0165], [-0.0500, -0.0438, 0.0380], [0.0387, 0.0235, 0.0660], [-0.2061, -0.1209, -0.0269], [0.1910, 0.0518, -0.0416], [-0.0806, -0.0613, 0.2063], [-0.0438, 0.0943, 0.0680], [0.0246, -0.0839, 0.0588], [-0.1002, 0.0232, 0.0984], [-0.0489, -0.0048, -0.0172], [-0.0161, -0.0037, -0.0260], [0.0306, 0.0035, -0.0686], [0.0604, -0.0090, 0.0057], [0.0087, -0.1074, -0.0060], [-0.0795, 0.0067, 0.0000], [-0.0217, 0.0810, 0.0077], [0.0419, 0.0208, 0.0051], [0.1296, -0.1811, 0.1104], [0.0532, 0.1181, -0.1047], [-0.1738, 0.0433, 0.2351], [0.0790, -0.0495, 0.1311], [0.0166, -0.0062, -0.0239], [-0.0517, -0.0291, -0.0087], [-0.0031, 0.0305, -0.0607], [0.0713, 0.0016, 0.0245], [-0.0612, -0.1062, 0.0323], [0.1148, 0.0155, -0.0099], [0.0545, 0.1237, -0.0214], [-0.0682, 0.0745, 0.0641], [-0.0748, 0.0622, -0.0852], [-0.0891, -0.0316, -0.0374], [-0.0262, 0.0110, -0.0683], [0.1502, -0.1108, -0.0529], [0.1289, -0.0598, -0.1031], [0.1039, 0.0086, 0.0150], [-0.0064, -0.0541, 0.0921], [-0.0313, -0.0331, 0.0546], [-0.0378, -0.1079, -0.0273], [-0.0894, -0.0054, -0.0409], [0.0056, -0.0322, -0.0018], [0.0032, 0.0834, -0.1644], [0.0520, 0.0698, 0.2053], [-0.2157, 0.2498, -0.0539], [0.0770, 0.0257, 0.0659], [0.2446, -0.3347, 0.9903], [-0.1614, 0.0304, -0.2357], [0.0463, -0.1906, -0.0752], [0.0771, -0.1379, 0.0260], [0.0843, -0.0044, -0.3102], [-0.0794, 0.2685, -0.0996], [0.0945, 0.1223, 0.0258], [0.0473, -0.0563, -0.0478], [-0.1107, -0.0089, -0.1136], [-0.0967, -0.0567, 0.0383], [-0.0802, 0.0775, -0.0298], [0.0009, 0.0267, -0.1140], [0.0280, -0.1468, -0.0103], [0.1082, 0.0922, -0.0503], [-0.1519, 0.0145, -0.0234], [-0.0749, 0.1184, 0.0821], [0.0670, 0.0564, 0.0058], [-0.1469, 0.0337, 0.1038], [0.0286, 0.0732, -0.0265], [-0.0020, 0.1120, -0.1402], [0.0593, 0.0146, 0.0586], [0.0884, -0.0370, -0.0593], [0.0253, -0.1432, -0.0703], [-0.0289, -0.0263, 0.1445], [0.1543, -0.0315, 0.1140], [-0.0956, -0.0633, -0.0709], [-0.1047, -0.0713, -0.0050], [-0.0779, -0.0039, 0.0451]],
  "e_tot_ev": -89536.7001,
  "e_above_lowest_kcal_mol": 21.05,
  "max_force_ev_per_a": 1.07,
  "gap_ha": 0.27059
}



| no. | E_HOMO (eV) |
| --- | --- |
| 1 | -7.573 |
| 2 | -6.932 |